No. 1
Formula: C8H12O2S
Source: OMol25
Level of theory: ωB97M-V/def2-TZVPD

Cartesian coordinates (Å):
C -1.49347 2.48890 0.12903
C -0.53459 1.83244 0.48456
C 0.06307 -0.61717 -1.35798
C -2.40026 -1.18113 0.04905
C 0.82772 -0.34152 -0.05068
C 0.27060 0.84250 0.83831
C 2.33516 0.12894 -0.48883
C 0.75261 0.92182 2.20237
O -0.82910 -3.06480 -0.83509
O -2.23068 -1.73581 -2.37262
S -1.34546 -1.77945 -1.21517
H -2.04836 3.28373 -0.21591
H -0.20528 0.26901 -1.82861
H 0.74622 -1.18165 -2.02154
H -2.75672 -1.85172 0.85375
H -3.05809 -0.39389 -0.31229
H 0.95715 -1.19515 0.57047
H 2.15986 0.98210 -1.19086
H 2.80719 -0.57502 -1.06408
H 3.13359 0.47923 0.34011
H 1.82171 1.28127 2.12972
H 0.96456 -0.05614 2.54824
H 0.06261 1.46350 2.80805

Gap between HOMO and LUMO (alpha / beta) (eV): 9.2 / 6.7
LUMO (alpha / beta) (eV): -0.56 / -1.13
Highest occupied orbital energy (alpha / beta) (eV): -9.8 / -7.8

=====

No. 2
Formula: C4H5NO2
Source: OMol25
Level of theory: ωB97M-V/def2-TZVPD

Cartesian coordinates (Å):
O 1.71760 1.70286 0.97989
C 1.82353 0.57919 0.57088
C 0.61722 -0.11284 -0.02353
O 0.92351 -1.12248 -0.87663
N -0.11917 -1.20534 0.53467
C -1.36389 -0.76314 -0.17144
C -0.76334 0.64152 -0.25195
H 2.80323 0.04839 0.53574
H -2.27418 -0.96409 0.40808
H -1.43217 -1.25766 -1.14317
H -0.84875 1.20584 -1.17416
H -1.08360 1.24775 0.61162

Gap between HOMO and LUMO (eV): 9.8
LUMO (eV): -0.39
Highest occupied orbital energy (eV): -10.2

=====

The calculation returns the following M values, one per record and in order: 172.25; 99.09 g mol⁻¹.